Here is a molecular structure, C36H96CdF12N2O24S4 from the Open Molecules 2025 dataset. Energies are from ωB97M-V/def2-TZVPD.

Last column: Löwdin charge in e.
CARTESIAN COORDINATES (ANGSTROEM)
Cd  -2.968444  -2.423706  -0.260002  1.614
C  -4.278174  -4.746416  4.213928  -0.604
F  -3.230314  -5.196216  3.497668  0.117
F  -4.810904  -5.755406  4.906898  0.147
F  -3.841464  -3.786426  5.044808  0.128
S  -5.695554  -4.030116  3.040618  0.655
O  -5.710424  -4.922676  1.885828  -0.361
O  -6.943254  -3.936716  3.772988  -0.281
N  -4.949094  -2.564806  2.367428  -0.342
S  -5.584394  -1.439096  3.383138  0.569
O  -5.818364  -1.789356  4.793438  -0.304
O  -4.799314  -0.206536  3.410178  -0.321
C  -7.351454  -0.946286  2.618058  -0.576
F  -7.199634  -0.481356  1.377548  0.120
F  -8.259274  -1.967156  2.640908  0.099
F  -7.870964  0.050724  3.374978  0.119
C  -0.248774  0.965704  -2.720092  -0.593
F  -0.060924  2.217524  -3.281832  0.103
F  -1.143404  0.308784  -3.427382  0.144
F  0.915276  0.304884  -2.660942  0.128
S  -0.969904  1.236894  -0.915992  0.704
O  -0.388494  2.501954  -0.413652  -0.289
O  -2.431904  1.152704  -1.067162  -0.366
N  -0.628354  -0.305426  -0.114982  -0.346
S  0.643346  0.152224  0.699848  0.567
O  1.797206  0.513714  -0.169282  -0.304
O  0.413396  1.034714  1.851748  -0.302
C  1.114476  -1.525606  1.577988  -0.612
F  1.762316  -2.345846  0.724868  0.105
F  1.884056  -1.338286  2.658208  0.143
F  -0.014324  -2.187296  1.915808  0.070
C  -8.935394  1.345284  -5.144282  -0.081
C  -7.711144  0.699924  -5.780822  -0.320
O  -6.599764  0.776194  -4.891832  -0.099
H  -9.705644  1.165624  -5.894302  0.071
H  -8.739144  2.405464  -4.984252  0.076
H  -9.282384  0.922164  -4.201592  0.072
H  -7.429164  1.155044  -6.730262  0.108
H  -7.803084  -0.359826  -6.018682  0.104
H  -6.132674  1.589014  -5.098562  0.074
C  1.408156  -1.109476  -8.774672  -0.090
C  2.670926  -0.293966  -8.669782  -0.362
O  3.607716  -0.900846  -7.838292  -0.064
H  0.638966  -0.665776  -9.406802  0.074
H  0.971506  -1.328656  -7.800302  0.071
H  1.574606  -2.090196  -9.220312  0.074
H  2.487886  0.725434  -8.330052  0.110
H  3.070776  -0.179386  -9.677292  0.109
H  4.375366  -0.355866  -8.026182  0.084
C  0.927756  8.498284  -3.909312  -0.104
C  -0.547064  8.445104  -3.488002  -0.312
O  -0.940424  9.731584  -3.015712  -0.075
H  1.120446  9.108114  -4.791962  0.065
H  1.387596  7.542044  -4.158832  0.069
H  1.526396  8.997334  -3.147292  0.070
H  -0.712104  7.660994  -2.749062  0.109
H  -1.022794  8.089124  -4.401822  0.099
H  -0.935134  10.354874  -3.745832  0.082
C  8.565126  1.259274  -0.950842  -0.086
C  7.636626  1.594514  0.209078  -0.357
O  8.218336  2.602454  0.975798  -0.063
H  8.093906  0.603734  -1.683182  0.065
H  9.458956  0.774864  -0.557752  0.073
H  8.854776  2.195194  -1.428592  0.073
H  7.366846  0.650714  0.682948  0.103
H  6.682206  1.983874  -0.145282  0.105
H  7.687206  2.797984  1.751208  0.084
C  -1.210874  0.205844  8.147908  -0.105
C  -0.025414  -0.651686  8.011218  -0.354
O  0.485396  -1.053996  9.278928  -0.075
H  -1.656264  0.410704  7.174378  0.080
H  -0.875024  1.134444  8.609448  0.081
H  -1.966944  -0.265246  8.776028  0.078
H  0.708026  -0.173206  7.362208  0.114
H  -0.274904  -1.526016  7.410048  0.102
H  -0.150424  -1.573506  9.776358  0.079
C  -7.477034  -3.204576  -1.889272  -0.068
C  -6.206014  -3.479646  -2.714012  -0.274
O  -5.328554  -2.363676  -2.458962  -0.150
H  -7.227654  -3.245706  -0.828982  0.067
H  -8.303734  -3.896506  -2.050212  0.077
H  -7.918044  -2.213796  -1.998642  0.076
H  -6.346634  -3.431956  -3.793852  0.111
H  -5.726124  -4.427266  -2.469402  0.109
H  -5.681224  -1.693286  -3.048712  0.077
C  4.143836  7.168364  0.444458  -0.094
C  3.066616  6.188354  0.288188  -0.381
O  2.725626  5.503434  1.455928  -0.067
H  4.516176  7.575914  -0.495422  0.080
H  4.994386  6.770114  0.997688  0.082
H  3.703326  7.992684  1.005288  0.079
H  3.338286  5.463424  -0.479132  0.110
H  2.139076  6.677814  -0.008792  0.111
H  1.955966  4.966634  1.253268  0.083
C  -3.576174  3.493964  -8.146942  -0.098
C  -3.578374  4.653034  -7.202252  -0.351
O  -4.344194  4.401384  -6.034392  -0.066
H  -3.027394  2.613854  -7.811782  0.072
H  -3.180214  3.737954  -9.132732  0.078
H  -4.613864  3.171644  -8.233002  0.071
H  -3.925184  5.541894  -7.729282  0.112
H  -2.531464  4.856404  -6.977032  0.106
H  -4.551354  5.299164  -5.764832  0.080
C  6.862846  -3.152936  -4.478982  -0.099
C  5.663456  -2.721086  -3.666792  -0.310
O  4.448836  -3.050086  -4.375942  -0.086
H  6.951616  -4.227456  -4.639092  0.075
H  7.791876  -2.853706  -3.993732  0.071
H  6.878406  -2.672006  -5.457022  0.068
H  5.667766  -1.668146  -3.385032  0.106
H  5.737316  -3.208536  -2.694662  0.104
H  4.385456  -2.367486  -5.047982  0.066
C  -4.861424  6.365264  -0.314442  -0.089
C  -4.604894  7.732364  0.316808  -0.306
O  -4.597984  8.818144  -0.627622  -0.093
H  -4.799144  5.589394  0.448608  0.068
H  -4.114214  6.100734  -1.062642  0.067
H  -5.885664  6.279204  -0.677232  0.070
H  -3.667504  7.773644  0.871498  0.106
H  -5.392244  7.980254  1.028658  0.105
H  -3.704354  9.052614  -0.888482  0.069
C  2.171916  -6.275106  6.582388  -0.098
C  2.011066  -6.086066  8.063978  -0.364
O  2.450166  -7.255056  8.629208  -0.068
H  1.356886  -6.844686  6.135838  0.074
H  3.107196  -6.796396  6.378388  0.072
H  2.228316  -5.296576  6.105528  0.069
H  0.975266  -5.899636  8.347628  0.118
H  2.616416  -5.222496  8.339448  0.110
H  3.403346  -7.279096  8.517668  0.088
C  1.495436  -8.244966  0.390428  -0.089
C  0.251756  -9.006416  0.652808  -0.370
O  -0.827834  -8.628466  -0.123062  -0.074
H  1.601156  -7.308296  0.937758  0.073
H  1.599226  -7.931376  -0.648312  0.075
H  2.364726  -8.857356  0.630038  0.079
H  -0.093974  -8.876166  1.678288  0.116
H  0.462166  -10.059916  0.468528  0.114
H  -1.454754  -9.343176  0.010228  0.088
C  -1.124504  -5.562166  -3.867042  -0.069
C  -0.571694  -4.612946  -2.787922  -0.297
O  -1.314544  -4.874436  -1.614592  -0.141
H  -2.196124  -5.483906  -4.050342  0.077
H  -0.833464  -6.562616  -3.546892  0.074
H  -0.617154  -5.494456  -4.829392  0.078
H  -0.787944  -3.580406  -3.062122  0.102
H  0.484246  -4.708036  -2.534822  0.120
H  -1.284104  -5.812666  -1.413572  0.076
C  6.668246  -5.294886  3.078398  -0.096
C  7.043146  -4.191106  2.115218  -0.348
O  7.804236  -4.692186  1.048198  -0.069
H  7.575026  -5.681346  3.543698  0.073
H  6.256856  -6.091736  2.458808  0.070
H  6.049076  -5.018066  3.931688  0.073
H  7.547896  -3.374256  2.631048  0.115
H  6.099306  -3.794116  1.741498  0.102
H  7.241446  -5.302546  0.566188  0.079
C  6.125896  1.449184  5.752978  -0.080
C  4.980916  2.420944  5.349188  -0.321
O  5.525546  3.488884  4.609358  -0.084
H  6.518596  0.912344  4.889448  0.064
H  5.734356  0.631104  6.357588  0.064
H  6.899946  1.983834  6.303518  0.071
H  4.410796  2.813504  6.191188  0.107
H  4.334596  1.849054  4.683368  0.103
H  4.778406  3.828514  4.111328  0.077
C  0.013616  4.964394  5.890208  -0.069
C  -1.494024  5.090244  5.476338  -0.318
O  -2.056154  6.186584  6.157968  -0.087
H  0.203896  5.018134  6.962128  0.068
H  0.569326  5.767474  5.406108  0.066
H  0.377716  4.009884  5.510158  0.062
H  -2.099434  4.204164  5.667218  0.102
H  -1.580774  5.243554  4.400668  0.100
H  -3.004554  6.148854  6.013998  0.078

Cartesian forces, eV/Å:
-0.06 0.75 0.56
-0.42 0.83 0.16
-0.84 0.32 0.22
0.36 0.57 -0.43
-0.31 -0.90 -0.59
0.18 -1.64 -2.27
0.57 0.55 1.00
2.00 0.05 -0.62
-1.84 -1.25 2.28
0.72 3.89 3.04
-0.32 -0.96 -2.45
-0.71 -1.12 -2.13
-0.44 -0.14 1.24
0.01 -0.48 0.23
1.30 1.23 -0.43
0.73 -0.90 -0.58
0.90 1.62 0.81
-0.22 -2.09 0.88
0.16 -0.18 -0.08
-1.23 0.61 -0.53
-2.37 1.15 -0.39
-1.03 -3.28 -1.09
1.89 -0.03 -0.15
-0.96 1.96 -1.76
4.96 0.57 3.48
-2.46 -1.03 1.52
-0.12 -1.57 -1.77
0.20 0.04 -0.91
-0.06 0.53 0.30
-0.84 0.03 -0.89
0.06 0.31 0.34
0.06 -0.43 -1.01
0.52 -0.20 0.79
0.48 -0.09 0.02
-0.52 0.55 0.16
-0.22 0.02 -0.17
0.39 -0.27 -0.06
-0.30 0.34 -0.08
-0.52 -0.09 0.19
0.19 0.09 0.21
-0.46 -0.65 0.19
-1.11 0.45 -1.07
0.70 -0.17 0.27
0.12 0.40 0.12
-0.02 0.27 0.14
0.43 -0.03 -0.05
-0.40 0.14 0.20
0.18 -0.06 -0.27
0.59 -0.36 0.53
0.67 0.31 0.33
1.56 0.02 -1.13
-0.53 -0.79 0.19
-0.54 0.17 -0.24
-0.23 -0.25 0.28
0.03 -0.28 0.31
-0.07 0.50 0.38
-0.94 0.35 0.04
0.05 -0.06 -0.12
-0.03 0.46 0.38
-0.91 -0.32 -1.30
0.85 0.06 0.73
-0.06 0.01 0.08
0.06 0.00 -0.10
0.09 -0.09 -0.16
0.31 0.01 0.85
-0.22 -0.06 -0.47
-0.13 -0.06 0.05
-0.63 0.91 0.16
-0.03 -1.54 -0.51
1.00 0.45 -0.31
-0.03 0.13 0.00
-0.40 0.19 0.05
-0.08 0.05 0.04
0.62 0.23 0.79
-0.19 -0.47 0.08
-0.27 0.06 -0.32
-0.08 -0.49 0.29
-1.05 0.96 0.14
1.11 -0.48 0.50
0.12 -0.24 0.08
0.22 -0.28 -0.15
0.37 0.17 -0.58
-0.44 -0.51 -0.04
0.05 0.19 0.19
0.39 0.71 0.16
0.55 1.19 0.97
-1.28 -1.00 -1.54
0.43 -0.36 1.33
-0.20 -0.20 -0.11
-0.02 -0.06 0.03
0.47 0.27 0.21
-0.02 -0.17 -0.29
0.08 0.36 -0.68
-0.01 -0.11 0.11
-0.80 -0.89 -0.18
1.22 0.05 -0.58
0.12 0.37 -0.43
0.15 0.16 0.36
-0.10 0.24 0.05
-0.10 -0.11 -0.41
-0.35 0.07 0.00
0.17 0.20 0.53
-0.35 -0.15 0.69
0.72 0.47 -0.19
0.00 -0.48 -0.13
0.51 0.17 0.88
-0.43 -0.02 0.11
0.06 0.10 0.18
-0.12 0.01 -0.12
0.15 0.27 -0.42
-0.68 -0.47 -0.09
-0.27 -0.04 -0.26
0.03 0.03 0.59
0.18 0.48 -0.32
-0.39 -0.26 -0.04
0.16 0.02 0.25
-0.19 0.18 -0.21
0.15 0.23 -0.44
0.10 -0.33 0.06
-0.08 -0.12 0.00
0.09 -0.21 0.07
-0.39 0.83 -0.97
-0.04 0.78 -1.25
0.38 -1.45 1.92
0.04 -0.06 0.03
0.05 0.03 -0.02
-0.11 0.01 -0.36
0.05 -0.07 0.10
-0.02 0.16 0.46
0.04 -0.21 0.09
1.04 1.04 -0.32
0.28 -0.80 1.22
-1.13 0.54 -1.41
-0.24 -0.05 0.30
-0.15 -0.38 -0.25
0.01 0.05 0.04
0.57 -0.27 0.49
0.04 -0.23 0.16
-0.44 0.24 -0.29
1.47 -0.23 -0.08
-0.86 -0.12 -1.04
-0.95 1.01 1.36
0.09 0.11 0.37
-0.50 -0.32 0.10
0.06 0.48 -0.04
0.20 0.10 0.07
0.10 -0.14 -0.54
-0.02 -0.26 0.19
1.01 -0.40 0.27
-1.25 0.23 0.63
0.57 0.18 -0.16
0.17 -0.20 -0.13
-0.41 -0.21 0.43
-0.44 0.17 -0.42
0.38 -0.10 -0.32
-0.09 0.41 -0.20
0.05 -0.08 -0.11
-0.96 0.33 0.09
0.93 -1.36 -0.15
0.08 0.31 -0.28
0.25 0.53 -0.23
-0.14 0.21 0.41
0.09 -0.16 -0.12
0.04 -0.24 0.25
-0.45 -0.06 0.17
0.15 0.45 -0.23
-1.19 -0.10 -0.79
1.02 -0.18 0.30
-0.22 0.45 0.28
-0.39 -0.04 -0.01
0.04 -0.02 0.04
0.17 0.01 0.01
0.33 -0.38 0.34
0.33 0.07 -0.26
-0.08 0.18 0.07

Results
2S+1   1
Relative energy (zero: lowest compared OMol25 entry of this formula, charge and spin)   307.9 kcal per mole
HOMO energy   -0.358 Ha
Orbital gap   3.326 eV